ORCA calculation (ωB97M-V/def2-TZVPD) on an isolated molecule of C4H8O.

For the energy above the lowest of the compared OMol25 structures with the same formula, charge and spin, the calculation gives 26.4 kcal/mol. As for the SMILES: C=C[C@@H](C)O. The orbital gap comes out at 10.91 eV.

Cartesian coordinates (Å):
C (1.636, 0.602, 0.008)
C (0.984, -0.503, 0.345)
C (-0.502, -0.681, 0.202)
C (-1.376, 0.569, 0.227)
O (-0.502, -1.270, -1.103)
H (1.149, 1.572, 0.000)
H (2.705, 0.566, -0.157)
H (1.523, -1.446, 0.414)
H (-0.892, -1.414, 0.916)
H (-1.362, 1.041, 1.214)
H (-2.411, 0.305, -0.015)
H (-1.050, 1.310, -0.514)
H (0.099, -0.651, -1.536)

***

ORCA calculation (ωB97M-V/def2-TZVPD) on a cluster of 2 separate species, C4H8O2 in total.

For the energy above the lowest of the compared OMol25 structures with the same formula, charge and spin, the calculation gives 50.7 kcal/mol. As for the SMILES: C/C=C/O.C=O. The orbital gap comes out at 9.12 eV.

Cartesian coordinates (Å):
C (1.656, -1.174, 0.716)
C (0.837, -0.173, -0.057)
C (0.555, 1.032, 0.444)
O (-0.088, 2.060, -0.158)
H (2.212, -1.830, 0.040)
H (2.391, -0.659, 1.344)
H (1.055, -1.817, 1.372)
H (0.525, -0.427, -1.069)
H (0.841, 1.301, 1.459)
H (-0.406, 1.774, -1.030)
C (-2.398, -0.025, -0.755)
O (-1.982, 0.619, -1.689)
H (-2.400, 0.364, 0.279)
H (-2.799, -1.046, -0.896)

***

ORCA calculation (ωB97M-V/def2-TZVPD) on a cluster of 2 separate species, C4H8O2 in total at a distorted geometry.

For the energy above the lowest of the compared OMol25 structures with the same formula, charge and spin, the calculation gives 45.9 kcal/mol. As for the SMILES: O=C=CCO.C. The orbital gap comes out at 9.96 eV.

Cartesian coordinates (Å):
O (1.003, 1.342, 1.292)
C (0.206, 0.754, 0.674)
C (-0.717, 0.088, 0.009)
C (-2.144, 0.094, 0.486)
O (-2.974, 0.929, -0.296)
H (-0.443, -0.389, -0.926)
H (-2.173, 0.372, 1.550)
H (-2.565, -0.912, 0.401)
H (-2.502, 1.765, -0.402)
C (2.461, -0.807, -0.559)
H (3.171, -0.683, 0.262)
H (2.865, -1.508, -1.292)
H (2.288, 0.164, -1.035)
H (1.524, -1.210, -0.165)

***

ORCA calculation (ωB97M-V/def2-TZVPD) on a structure of composition C4H8O2.

For the energy above the lowest of the compared OMol25 structures with the same formula, charge and spin, the calculation gives 49.4 kcal/mol. The orbital gap comes out at 10.07 eV.

Cartesian coordinates (Å):
O (0.123, -1.897, 1.622)
C (0.415, 1.349, 1.187)
C (0.211, 0.693, 0.051)
C (-0.893, 0.501, -0.958)
C (0.067, -0.548, -1.542)
O (1.076, -0.188, -0.561)
H (0.923, -1.669, 1.130)
H (-0.346, 2.011, 1.582)
H (1.355, 1.251, 1.720)
H (-0.199, -1.029, 1.897)
H (-1.837, 0.121, -0.562)
H (-1.077, 1.367, -1.599)
H (0.427, -0.375, -2.559)
H (-0.243, -1.587, -1.407)